Record 1
2 unconnected molecules or ions with the total composition C6H11BrN. Source: OMol25; level of theory: ωB97M-V/def2-TZVPD.

Computed properties:
Orbital gap, eV: 8.52
Total charge: +1
F_max, eV/A: 3.9
Lowest unoccupied orbital energy, eV: -4.79
Energy relative to the best compared isomer or geometry (same formula, charge and spin), kJ/mol: 372.7

Each line ends with the natural charge from an NBO analysis.
Positions of all 19 atoms, in Å:
C -2.57115 -0.10263 -0.13900  -0.404
C -1.17780 -0.01752 -0.76959  -0.232
C -1.86391 -1.09076 0.86415  -0.449
C -0.73364 -1.02681 -0.09544  -0.039
C 1.42513 1.32256 0.74490  -0.445
C 2.35705 -0.35218 -0.82109  0.070
N 1.66776 0.72891 -0.49715  -0.428
Br 0.67585 -2.35736 -0.34407  0.153
H -3.48254 -0.40573 -0.69048  0.256
H -0.78619 0.50917 -1.66110  0.211
H -1.52842 -0.72853 1.86233  0.223
H -2.37297 -1.89314 1.26846  0.243
H 2.02698 2.18270 0.73873  0.237
H 0.36871 1.70294 1.02106  0.257
H 1.82173 0.69628 1.52775  0.234
H -2.95242 0.83121 0.28953  0.218
H 2.76828 -0.39007 -1.82118  0.237
H 3.02712 -0.91372 -0.24706  0.235
H 1.33044 1.30468 -1.23075  0.423

---

Record 2
A molecular structure, C6H11ClF3O2VW. Source: OMol25; level of theory: ωB97M-V/def2-TZVPD.

Computed properties:
Orbital gap (alpha / beta), eV: 5.99 / 6.21
Total charge: 0
F_max, eV/A: 6.1
Lowest unoccupied orbital energy (alpha / beta), eV: -2.47 / -2.29
Multiplicity: 5

Each line ends with the natural charge from an NBO analysis.
Positions of all 25 atoms, in Å:
V -1.42602 3.70922 -1.47302  1.262
Cl -2.36528 5.27469 -2.71516  -0.569
C -1.71415 2.32640 0.64467  -1.168
C -1.66340 1.42895 -2.48745  -1.181
H -2.53694 3.02491 0.48098  0.220
H -2.11757 1.57852 1.29226  0.331
H -0.94254 2.81341 1.23395  0.289
H -2.70845 1.58803 -2.69495  0.270
H -1.62693 0.32329 -2.54336  0.317
H -0.98072 1.74910 -3.25604  0.256
W -1.03745 0.90765 -0.67276  1.300
C 0.91257 0.40688 -0.75675  -1.027
C -2.01131 -0.76088 -0.43931  -0.645
H 1.05672 0.08946 -1.79816  0.244
H 1.67697 1.18729 -0.62444  0.258
H 1.14536 -0.44703 -0.09935  0.330
H -1.57945 -1.73084 -0.33095  0.246
H -3.07977 -0.68081 -0.30924  0.206
F 2.87835 -1.64556 4.00721  -0.330
C 2.71190 -0.57779 3.17884  0.872
F 2.81604 0.55533 3.94181  -0.338
F 3.77809 -0.59534 2.31451  -0.343
C 1.31768 -0.63247 2.38221  0.678
O 1.17391 -1.68202 1.70936  -0.731
O 0.52376 0.32535 2.50824  -0.747

---

Record 3
2 unconnected molecules or ions with the total composition C6H11ClNO3P. Source: OMol25; level of theory: ωB97M-V/def2-TZVPD.

Computed properties:
SMILES: CC(C)P(O)Cl.COC(=O)C#N
Orbital gap, eV: 9.13
Total charge: 0
F_max, eV/A: 3.9
Lowest unoccupied orbital energy, eV: 0.11
Energy relative to the best compared isomer or geometry (same formula, charge and spin), kJ/mol: 136.4

Each line ends with the natural charge from an NBO analysis.
Positions of all 23 atoms, in Å:
C -0.80899 -0.02676 -1.57093  -0.624
C -1.09366 -1.17602 -0.53575  -0.517
C -2.34909 -1.13216 0.24311  -0.638
P 0.49695 -1.27974 0.48931  1.092
O 0.20364 -2.56903 1.45104  -1.020
Cl 0.01532 0.33998 1.60889  -0.336
H 0.28825 0.09313 -1.47689  0.219
H -1.14014 -0.33810 -2.52638  0.220
H -1.23434 0.94648 -1.11989  0.214
H -1.10710 -2.09011 -1.18397  0.220
H -3.30990 -1.20340 -0.42175  0.218
H -2.23794 -0.18760 0.90159  0.221
H -2.28382 -2.04229 0.81208  0.220
H 0.81407 -3.10670 1.92446  0.522
C 4.07012 2.01281 1.25133  -0.269
O 4.10084 0.73990 0.61256  -0.497
C 3.27928 0.42674 -0.44270  0.720
O 2.46594 1.13780 -0.94623  -0.513
C 3.62867 -0.96723 -0.59784  0.177
N 4.00820 -2.04346 -0.62309  -0.239
H 3.57023 2.70701 0.60674  0.205
H 5.15272 2.29818 1.48179  0.206
H 3.47170 1.96741 2.16918  0.200

---

Record 4
C6H11ClO2S in the gas phase. Source: OMol25; level of theory: ωB97M-V/def2-TZVPD.

Computed properties:
SMILES: CC1(C)C[C@@]1(Cl)S(C)(=O)=O
Orbital gap, eV: 10.53
Total charge: 0
F_max, eV/A: 4.7
Lowest unoccupied orbital energy, eV: 0.62
Energy relative to the best compared isomer or geometry (same formula, charge and spin), kJ/mol: 155.9

Each line ends with the natural charge from an NBO analysis.
Positions of all 21 atoms, in Å:
C -2.43635 -0.74347 0.86630  -0.612
C -1.16553 0.03494 0.32738  -0.052
C -1.16484 1.39973 0.99192  -0.613
C -0.82548 -0.06375 -1.17879  -0.444
C 0.15411 -0.52241 -0.15745  -0.234
Cl 0.62058 -2.24747 0.03409  -0.036
S 1.81993 0.49104 -0.04655  2.132
C 2.99665 -0.66477 -1.00629  -0.809
O 2.11845 0.73580 1.31390  -0.911
O 1.60232 1.63411 -0.86978  -0.957
H -2.49984 -0.42776 1.96521  0.216
H -2.20581 -1.91846 0.85480  0.229
H -3.36303 -0.41601 0.27583  0.230
H -1.44322 1.25123 2.06436  0.217
H -1.79074 2.02725 0.42381  0.216
H -0.19572 1.92664 0.93115  0.232
H -1.23336 -0.77669 -1.73813  0.220
H -0.62522 0.90709 -1.60385  0.245
H 2.63863 -1.23017 -1.94849  0.261
H 3.76079 -0.01059 -1.23201  0.231
H 3.23768 -1.38629 -0.26739  0.236

---

Record 5
2 unconnected molecules or ions with the total composition C6H11F. Source: OMol25; level of theory: ωB97M-V/def2-TZVPD.

Computed properties:
SMILES: C=CC(=C)CC.F
Orbital gap, eV: 9.34
Total charge: 0
F_max, eV/A: 6.6
Lowest unoccupied orbital energy, eV: 0.51
Energy relative to the best compared isomer or geometry (same formula, charge and spin), kJ/mol: 230.3

Each line ends with the natural charge from an NBO analysis.
Positions of all 18 atoms, in Å:
C 2.31338 -0.79772 -0.79297  -0.365
C 1.42006 -0.71099 0.18692  -0.239
C 0.49272 0.43664 0.15402  -0.033
C 0.05414 1.18376 -0.91217  -0.390
C -0.43940 0.64290 1.34481  -0.445
C -1.67298 -0.24614 1.29517  -0.568
H 2.91432 -1.78532 -0.84589  0.189
H 2.70547 -0.12478 -1.51733  0.207
H 1.30831 -1.57015 0.95486  0.233
H 0.59598 1.27958 -1.81777  0.188
H -0.74299 1.87391 -0.84285  0.206
H -0.10954 0.48642 2.37710  0.209
H -0.95968 1.57650 1.35075  0.207
H -2.03688 -0.30554 0.16772  0.216
H -2.37984 0.04949 1.95033  0.198
H -1.32787 -1.34314 1.66028  0.178
F -1.49316 -0.17838 -2.45139  -0.557
H -0.64204 -0.46706 -2.26159  0.565

---

Record 6
C6H11FO5 in the gas phase. Source: OMol25; level of theory: ωB97M-V/def2-TZVPD.

Computed properties:
SMILES: OC[C@]1(O)O[C@@H](CF)[C@H](O)[C@@H]1O
Orbital gap, eV: 10.34
Total charge: 0
F_max, eV/A: 2.8
Lowest unoccupied orbital energy, eV: 0.29
Energy relative to the best compared isomer or geometry (same formula, charge and spin), kJ/mol: 78.1

Each line ends with the natural charge from an NBO analysis.
Positions of all 23 atoms, in Å:
O -2.03505 -0.20788 -2.70593  -0.705
C -2.04097 -0.58365 -1.33758  -0.085
C -0.92238 0.05570 -0.52292  0.469
O -1.01800 1.44060 -0.65232  -0.752
O 0.32824 -0.33818 -1.00067  -0.512
C 1.33016 -0.25400 -0.04086  0.034
C 2.32329 0.86398 -0.54912  0.026
F 1.63701 2.10629 -0.41955  -0.383
C 0.63090 -0.02711 1.30188  0.045
O 1.13919 -0.85003 2.32414  -0.725
C -0.84966 -0.28009 0.98543  0.037
O -1.04160 -1.70608 1.15248  -0.724
H -1.89925 0.78918 -2.70053  0.480
H -2.96252 -0.28526 -0.85547  0.170
H -1.84055 -1.68881 -1.16936  0.211
H -0.09050 1.79620 -0.44978  0.493
H 1.92948 -1.14005 0.02683  0.204
H 3.35729 0.86642 -0.08055  0.187
H 2.44955 0.62835 -1.65374  0.196
H 0.72466 1.04798 1.65299  0.182
H 0.82895 -0.57582 3.23743  0.489
H -1.52843 0.29562 1.58614  0.184
H -0.44980 -1.95334 1.87105  0.481

---

Record 7
A molecular structure, C6H11GeO4S4Tm. Source: OMol25; level of theory: ωB97M-V/def2-TZVPD.

Computed properties:
Orbital gap (alpha / beta), eV: 6.60 / 6.60
Total charge: -2
F_max, eV/A: 2.2
Lowest unoccupied orbital energy (alpha / beta), eV: 5.11 / 5.11
Multiplicity: 3

Each line ends with the natural charge from an NBO analysis.
Positions of all 27 atoms, in Å:
Tm -0.06511 0.18432 0.02722  1.798
O 3.23280 -2.26615 0.53475  -0.645
C 2.28323 -1.59613 0.18599  0.684
O 1.70413 -0.66099 0.88346  -0.844
C 1.63979 -1.80925 -1.26051  0.676
O 2.27812 -2.34036 -2.14566  -0.643
O 0.42712 -1.34511 -1.36826  -0.844
S -2.25798 0.93632 -1.58387  -0.629
S -3.60815 0.67004 -0.02742  -0.093
S -3.14682 -1.13124 0.83910  -0.090
S -1.54380 -0.77878 2.12108  -0.590
C 2.50673 4.37699 -1.78936  -1.086
Ge 1.74776 2.59567 -1.32266  1.573
C 3.37876 1.49300 -1.16614  -1.094
C 0.83621 2.01642 -2.97283  -1.103
C 0.57772 2.53169 0.21127  -1.495
H 3.03503 4.32236 -2.74577  0.201
H 3.22121 4.68330 -1.02058  0.206
H 1.72946 5.14119 -1.85927  0.209
H 4.17005 1.93859 -1.77462  0.205
H 3.22576 0.47065 -1.51606  0.236
H 3.71839 1.43556 -0.13077  0.231
H 1.44371 2.26917 -3.84561  0.208
H -0.13955 2.49705 -3.06096  0.235
H 0.66692 0.93570 -2.98433  0.245
H -0.22337 3.25140 0.01769  0.231
H 1.16678 2.85802 1.07642  0.217

---

Record 8
A gas-phase ion, C6H11IN (charge +1). Source: OMol25; level of theory: ωB97M-V/def2-TZVPD.

Computed properties:
Orbital gap, eV: 8.82
Total charge: +1
F_max, eV/A: 5.3
Lowest unoccupied orbital energy, eV: -5.07
Energy relative to the best compared isomer or geometry (same formula, charge and spin), kJ/mol: 173.5

Each line ends with the natural charge from an NBO analysis.
Positions of all 19 atoms, in Å:
C 1.31620 0.57701 1.04486  -0.378
C 0.96502 1.32388 -0.26469  -0.419
C 0.90574 -0.94691 0.77641  -0.411
C -0.52437 1.35543 -0.52396  -0.547
C -0.54460 -1.16540 0.23424  -0.160
C -1.34635 0.10720 -0.14838  0.147
N -0.81565 -1.61151 -1.14461  -0.712
I -3.39152 0.09054 0.00118  0.430
H 2.28895 0.62475 1.40169  0.245
H 0.57007 1.00803 1.87503  0.198
H 1.32964 2.45543 -0.28876  0.259
H 1.52855 0.81873 -1.15882  0.216
H 1.51604 -1.33305 -0.00561  0.227
H 0.94970 -1.48371 1.70612  0.237
H -0.91301 2.03136 0.21784  0.281
H -0.92074 1.69253 -1.48154  0.269
H -0.97485 -1.88854 0.93761  0.254
H -0.43819 -1.22804 -1.98015  0.423
H -1.50062 -2.42772 -1.19846  0.440

---

Record 9
C6H11IN2O in the gas phase. Source: OMol25; level of theory: ωB97M-V/def2-TZVPD.

Computed properties:
Orbital gap (alpha / beta), eV: 7.24 / 7.24
Total charge: 0
F_max, eV/A: 3.9
Lowest unoccupied orbital energy (alpha / beta), eV: 0.13 / 0.13
Energy relative to the best compared isomer or geometry (same formula, charge and spin), kJ/mol: 168.3

Each line ends with the natural charge from an NBO analysis.
Positions of all 21 atoms, in Å:
C -0.65394 -2.02338 0.14804  0.951
C 0.69328 0.01434 0.68924  -0.179
C -0.55210 0.84403 0.15902  0.080
C -0.44113 2.31665 0.70493  -0.626
C -0.52745 0.94436 -1.39412  -0.644
C 1.69384 -2.19498 0.04053  -0.420
N 0.45303 -1.39192 0.17517  -0.462
N -1.69686 0.18123 0.72719  -0.880
O -1.31949 -2.92506 -0.15790  -0.442
I -3.51274 0.25938 -0.06996  0.269
H 1.58860 0.30751 0.25747  0.204
H 0.77145 0.06773 1.84413  0.226
H -1.26134 2.96731 0.43906  0.223
H 0.45474 2.79610 0.27641  0.199
H -0.46096 2.28340 1.77318  0.212
H -1.47460 1.26156 -1.69625  0.230
H -0.09877 -0.03497 -1.76008  0.200
H 0.20378 1.70304 -1.93246  0.206
H 2.53631 -1.75081 -0.39149  0.222
H 2.05708 -2.66297 0.89581  0.211
H 1.54727 -2.96253 -0.72794  0.221

---

Record 10
C6H11IN2Si in the gas phase. Source: OMol25; level of theory: ωB97M-V/def2-TZVPD.

Computed properties:
Orbital gap (alpha / beta), eV: 6.54 / 7.73
Total charge: 0
F_max, eV/A: 3.9
Lowest unoccupied orbital energy (alpha / beta), eV: -2.42 / -1.27
Energy relative to the best compared isomer or geometry (same formula, charge and spin), kJ/mol: 339.4

Each line ends with the natural charge from an NBO analysis.
Positions of all 21 atoms, in Å:
C -2.20369 -1.54562 -0.29843  -0.124
C -1.89736 0.96992 -0.11857  -0.001
C -2.71704 -0.12773 -0.14131  -0.106
C 0.73886 -0.50736 1.69811  -1.154
C 2.28601 1.66716 0.05432  -1.076
C 1.21630 -0.70239 -1.53536  -1.121
N -1.07823 -2.02973 -0.17439  -0.168
N -0.64885 1.17585 -0.09424  -0.739
Si 0.80803 0.29574 0.00649  1.730
I -4.83296 0.02026 -0.22715  0.220
H -3.06431 -2.19360 -0.21732  0.214
H -2.61692 1.71465 0.09808  0.152
H 0.41384 -1.56213 1.58414  0.265
H 1.67141 -0.59854 2.26019  0.247
H 0.27962 0.27119 2.34366  0.253
H 2.13319 2.63190 0.57064  0.232
H 3.12305 1.22925 0.61865  0.221
H 2.53069 1.96781 -0.94209  0.219
H 0.32317 -1.33269 -1.83890  0.250
H 1.47971 0.03839 -2.29284  0.238
H 2.05548 -1.38234 -1.35368  0.247

---

Record 11
A molecular structure, C6H11LiN9Se2. Source: OMol25; level of theory: ωB97M-V/def2-TZVPD.

Computed properties:
Orbital gap, eV: 7.28
Total charge: -1
F_max, eV/A: 2.1
Lowest unoccupied orbital energy, eV: 2.34
Energy relative to the best compared isomer or geometry (same formula, charge and spin), kJ/mol: 2.0

Each line ends with the natural charge from an NBO analysis.
Positions of all 29 atoms, in Å:
Li -1.57665 -0.43163 -2.37635  0.872
C 2.58134 -1.71116 2.53093  -0.808
Se 2.24074 0.09897 2.09336  0.232
C 0.52113 0.26296 1.08257  -0.546
C -0.32343 -0.97485 0.97171  -0.593
Se -0.04322 -2.01056 -0.64804  0.221
C 1.83763 -1.55936 -1.09129  -0.762
H 1.74029 -2.23358 2.89121  0.220
H 3.27137 -1.69184 3.36758  0.230
H 3.08402 -2.19182 1.70163  0.207
H 0.66296 0.69889 0.11431  0.231
H -0.03076 0.97327 1.63173  0.233
H -1.40870 -0.70253 0.93360  0.277
H -0.26482 -1.54118 1.87234  0.211
H 2.43255 -1.62688 -0.16867  0.214
H 1.88090 -0.57773 -1.47701  0.234
H 2.11895 -2.38219 -1.75715  0.222
N -1.71467 2.26988 -0.49607  -0.609
C -2.50170 1.17880 -0.21694  0.419
N -3.00475 0.95995 0.99778  -0.422
N -3.73237 -0.15605 0.84275  -0.137
N -3.64326 -0.61815 -0.35762  -0.162
N -2.84306 0.23462 -1.05025  -0.550
C -0.76103 2.24232 -1.55576  0.427
N 0.23467 3.11697 -1.63778  -0.421
N 0.94674 2.67697 -2.75125  -0.129
N 0.38687 1.64370 -3.25080  -0.143
N -0.71560 1.29125 -2.51481  -0.574
H -1.37611 2.76098 0.31830  0.407

---

Record 12
A gas-phase ion, C6H11N (charge -1). Source: OMol25; level of theory: ωB97M-V/def2-TZVPD.

Computed properties:
Orbital gap (alpha / beta), eV: 2.53 / 7.79
Total charge: -1
F_max, eV/A: 1.3
Lowest unoccupied orbital energy (alpha / beta), eV: 3.78 / 3.73
Energy relative to the best compared isomer or geometry (same formula, charge and spin), kJ/mol: 115.9
Multiplicity: 2

Each line ends with the natural charge from an NBO analysis.
Positions of all 18 atoms, in Å:
C -3.56617 -0.12818 0.28960  -0.626
C -2.24177 0.58443 0.15059  -0.384
C -1.10295 -0.03548 0.49228  0.022
N 0.17786 0.51058 0.44422  -0.638
C 1.24713 -0.44963 0.15207  -0.284
C 3.40890 -0.56021 -1.00820  -0.635
C 2.42371 0.21688 -0.48339  -0.510
H -3.59081 -1.18755 0.03372  0.195
H -4.26053 0.47099 -0.31201  0.198
H -4.00587 -0.09040 1.29759  0.182
H -2.21867 1.56716 -0.30209  0.184
H -1.13980 -1.10432 0.69075  0.166
H 0.21820 1.36101 -0.10926  0.324
H 1.59687 -0.83498 1.13129  0.147
H 0.89826 -1.34892 -0.37350  0.153
H 3.21849 -1.62917 -1.04042  0.155
H 4.35189 -0.18465 -1.38080  0.176
H 2.54693 1.28577 -0.41277  0.177